[1]
ORCA calculation (ωB97M-V/def2-TZVPD) on a structure of composition C49H42IrN3O3PS2.

Positions of all 101 atoms, in Å:
S -0.70853 -2.89129 -1.68850
H 1.08093 0.08477 -7.22177
C 2.38567 3.09503 -1.92343
H 3.92509 0.65087 -0.29337
C -2.42852 -4.91458 1.83540
C 0.70604 -0.75185 1.98471
N -0.52077 -0.77952 1.29191
C -2.07157 -1.66838 4.68617
C 3.35282 3.01110 -2.91723
C 0.64037 -0.69016 -6.60770
C 1.47649 6.15498 0.18110
C 1.77539 -1.11588 -2.23017
H 1.36946 2.77217 -2.12366
H 1.89108 6.07047 -0.81529
H 1.23640 8.27864 0.06109
C 2.31415 -3.54082 0.53466
C -3.20313 2.09791 -0.06898
C 0.57269 7.51087 1.95057
C -4.56809 2.22788 0.14279
C -0.46132 -2.81964 -6.41265
H -3.40352 -2.14218 1.19894
C 0.60554 -0.54650 -5.23173
C -4.35428 -4.18158 3.67762
H 0.28186 0.83120 3.33538
C 0.03819 -1.54315 -4.43877
H -2.64521 2.92873 -0.48454
H 3.09155 2.60584 -3.88687
C 0.40750 6.37341 2.72954
C -3.28271 -3.32574 3.43810
H 0.65017 4.24507 2.84530
C 1.14321 2.57087 0.89557
C -0.49357 -2.67902 -5.03038
H -1.68378 -5.16353 1.08835
H 1.76043 -4.19509 -0.13451
C -3.28815 -0.15165 0.73434
H -1.56691 -0.96226 4.02560
H 4.72327 -2.63376 -2.93542
C 4.96837 3.97350 -1.42429
H 2.65968 1.82259 3.29919
C 1.31058 5.00606 0.95499
H -3.54472 -6.72419 1.59176
C 3.58793 -0.10786 -0.98965
C -4.45005 -5.39561 3.02233
H -5.28543 -6.05094 3.23168
C 4.00400 4.06216 -0.43490
H 4.25019 4.48020 0.53393
C -2.32278 -3.68846 2.48649
C 2.24395 -0.17017 -1.33309
C 2.68254 -2.00831 -2.80384
H -5.05974 3.16479 -0.08515
O -3.28606 -2.14106 4.10529
S -1.04610 0.44425 -2.41402
H 2.33250 -2.75520 -3.50674
H 0.12907 -1.94016 -8.27570
N -1.25828 -2.80832 2.15911
C 0.77526 5.13255 2.23678
C 2.38108 0.83320 2.95788
C 1.67236 -1.71655 1.93798
H -7.00450 -1.04604 0.10940
C -1.48600 -1.64804 1.47991
H 2.84593 -2.79228 -0.05232
P 0.00685 -1.32776 -2.63156
H 5.39979 3.37476 -3.44195
C 0.54195 1.52489 1.34339
C -3.47610 -5.77587 2.10679
H -1.39422 -2.49116 4.91751
C 2.95994 -1.46454 2.44526
H -0.87969 -3.70530 -6.87336
H 5.97528 4.31912 -1.22717
H 0.28811 8.48112 2.33659
C 4.64524 3.44263 -2.66880
H -2.35482 -1.15883 5.60496
C -5.31012 1.15898 0.62819
C -6.20329 -1.72950 0.39764
H -5.63652 -2.00842 -0.49542
C -2.53927 0.91116 0.23476
N -2.72672 -1.40973 1.03902
C 4.02722 -1.94216 -2.47781
C 1.10782 7.39686 0.67579
H -0.92816 -3.44439 -4.39921
H 1.01413 0.34332 -4.76638
C 3.28784 -0.16968 2.92462
H -0.35227 -3.21793 1.94786
H 5.53539 -0.94392 -1.31587
C 0.10459 -1.82906 -7.19908
H 3.70808 -2.24363 2.42516
H 4.30090 0.01428 3.26073
H -5.09716 -3.86850 4.39906
H 3.02194 -4.12322 1.12835
C 4.48328 -0.99405 -1.56616
C 2.70636 3.60397 -0.67027
C 0.97578 0.63062 2.50122
Ir -0.61254 0.67446 -0.08924
H 1.57698 0.57043 -0.91050
H -6.37702 1.23883 0.79086
H -6.62960 -2.61980 0.85461
O -5.34960 -1.13796 1.37563
H -0.00416 6.45504 3.72747
C 1.68283 3.67415 0.41080
C -4.66616 -0.03214 0.90852
O 1.33915 -2.91642 1.36874

As for the HOMO energy (spin up / spin down): -6.9744 / -7.2586 eV. The value obtained for the LUMO energy (spin up / spin down) is -0.2046 / -0.7099 eV. As for the net charge: 0. Its calculated total energy is -95904.318 eV. The value obtained for the energy above the lowest of the compared OMol25 structures with the same formula, charge and spin is 55.6 kcal per mole. The spin multiplicity is 2. Its expectation value of S² is 0.79.

[2]
ORCA calculation (ωB97M-V/def2-TZVPD) on a structure of composition C49H43F3N3O6PRhS2Te in a non-equilibrium geometry.

Positions of all 109 atoms, in Å:
C 12.05444 14.79672 12.09614
C 16.96426 11.02299 8.52285
C 13.04689 10.23121 13.59124
C 10.82961 14.93212 12.70482
C 18.62234 16.46957 16.09454
C 16.11706 11.88938 20.40585
H 17.04921 17.43185 17.18152
C 15.95192 13.17109 8.01920
H 16.02758 14.11644 7.49022
C 15.60868 9.42112 15.20131
C 11.08233 11.24211 19.05844
O 15.11947 10.63717 15.81453
P 18.35117 9.89690 8.47163
C 17.57552 8.37774 7.87435
C 18.13640 10.90880 19.58595
H 15.50787 7.53902 5.32309
H 19.01734 10.33043 19.60060
C 12.60704 9.71947 14.82663
H 14.87114 8.65738 15.19432
C 13.01887 9.46587 12.45162
C 8.61686 11.14225 19.22793
H 16.89792 9.45941 6.18180
H 6.63706 11.72292 19.53910
H 9.96598 15.10145 12.02520
H 14.07466 13.61516 8.97687
C 8.51116 11.13620 17.83254
O 18.55144 10.12022 22.26538
C 13.13317 14.43059 12.91131
H 11.62765 14.30716 15.94868
C 16.96074 12.22889 7.88559
C 16.19530 6.23050 6.83456
C 11.73188 14.46083 14.90968
H 13.37959 9.89242 11.53054
H 10.28688 11.66769 15.01429
N 17.12583 14.25394 16.21536
H 17.79736 12.56540 7.19599
C 17.46837 10.62941 22.02782
H 9.94447 11.29313 20.96202
H 9.77945 9.96888 15.20882
Te 12.86986 11.09875 16.47505
H 15.13081 13.32532 19.11168
H 11.11668 8.48041 16.68971
C 10.93389 11.05760 17.68928
H 12.41807 7.49855 11.60163
C 12.95776 14.24515 14.28165
H 16.54172 9.24076 15.75392
Rh 16.06320 12.52207 16.26505
C 16.85240 8.52964 6.67200
C 17.77142 11.40146 18.33241
C 17.26745 11.16812 20.67960
H 12.62326 7.61733 16.88200
C 14.79609 11.61308 9.42127
H 15.40024 12.12782 21.19040
C 9.88023 11.36491 19.85001
N 16.72372 12.25574 18.14984
C 12.40906 11.23944 19.71671
N 14.04437 13.21216 16.31236
H 11.97570 6.51387 13.85118
C 14.09606 13.56817 15.00153
C 16.61656 15.38402 16.71508
C 17.65354 7.12318 8.54374
H 12.35758 11.15653 20.82811
H 8.61834 11.30605 15.34344
O 19.63249 10.53623 17.10608
H 9.68175 15.11223 14.46434
C 10.67699 14.86594 14.08290
H 13.53158 11.19247 13.63198
C 12.22058 7.57636 13.75520
C 9.70391 11.07299 17.05637
C 17.39098 16.52163 16.74235
H 6.85259 10.11908 20.04592
H 12.68851 12.31038 19.51739
C 16.82656 6.10139 8.06471
C 12.19965 8.41083 14.90084
C 19.12130 15.27299 15.55493
H 18.34333 6.96174 9.39883
O 17.84374 11.46160 16.03076
H 18.71164 13.21021 15.39945
O 15.14298 13.23744 14.30790
F 19.03695 18.52776 17.13946
H 11.19719 6.83488 16.01411
H 15.60080 15.24250 17.11856
H 16.76331 5.06134 8.48211
C 19.49294 17.66041 16.11652
C 18.36299 14.15423 15.72805
C 12.56474 8.12408 12.52620
C 11.76952 7.79776 16.17744
C 15.82461 10.68282 9.31503
H 15.52432 5.56448 6.32581
H 20.06151 15.26275 15.03607
H 7.50859 11.22262 17.41493
F 19.38518 18.31327 14.93864
S 18.57403 9.68734 10.48021
S 19.72548 10.33582 7.15465
C 7.35005 11.09475 20.09624
H 13.96894 11.36821 10.04845
H 15.97592 9.53369 14.16558
H 15.79951 9.82032 9.99436
H 14.08287 14.18765 12.52823
H 7.57223 11.52839 21.08124
C 16.15355 7.47958 6.22177
O 16.35003 10.57111 22.59386
H 13.13814 10.51791 19.30456
F 20.73371 17.34957 16.42814
C 18.54549 11.05870 17.06425
C 9.58464 10.99306 15.55488
C 14.86963 12.86406 8.80960
C 15.93883 12.51487 19.18564
H 12.14661 14.84006 11.01616

As for the HOMO energy (spin up / spin down): -0.9738 / -2.6784 eV. The value obtained for the LUMO energy (spin up / spin down) is 3.3303 / 0.6894 eV. As for the net charge: -2. Its calculated total energy is -117673.988 eV. The value obtained for the energy above the lowest of the compared OMol25 structures with the same formula, charge and spin is 66.4 kcal per mole. The spin multiplicity is 6. Its expectation value of S² is 8.79.

[3]
ORCA calculation (ωB97M-V/def2-TZVPD) on a structure of composition C49H44AsBrClN5O6Pd.

Positions of all 108 atoms, in Å:
H 2.93154 1.31440 2.77650
H -0.04364 -0.68210 5.00736
H 2.08936 2.47066 -4.96035
C 3.84996 2.05975 -3.79908
H -6.05525 1.66759 -2.15866
C 2.13627 1.96824 3.13722
H 4.77883 2.97613 -5.52054
C 1.92699 3.47253 1.09705
N -2.72622 -4.07652 0.65105
C 3.47098 1.87444 -1.40420
C 4.31822 1.84379 -2.51716
C 1.54817 -1.48761 -0.69617
O -2.78660 0.91707 -2.65943
H -0.43794 -0.03917 -4.48205
H -1.68010 -1.01073 1.06211
C -1.60102 -3.25105 -1.85498
H 2.87628 4.21751 4.28747
H 5.79552 1.79774 -4.68552
H 4.43950 2.59673 0.37820
H 4.46158 1.25547 -5.70585
H 3.83054 -2.67827 2.15149
Br 0.15958 -6.54813 -4.67751
O -7.45932 2.10484 0.59275
C 3.19767 -2.34686 1.33286
H -4.23982 -4.96267 4.93087
H 1.20045 1.45526 2.91714
H 0.70898 -1.40068 -4.58088
H 4.21356 6.60015 4.04386
O -0.92521 -1.58385 -3.31952
C 1.68496 5.09354 -0.85709
C -1.09275 -5.58594 -2.32027
C 1.67406 -0.63959 0.43887
H 2.57998 6.81756 0.92103
C -2.15133 -4.93382 -0.15748
C 2.10744 2.11786 -1.57835
C -6.63994 1.84737 -0.27188
H 2.53614 7.02704 4.35857
C 2.79971 5.66121 2.70506
H -0.05154 2.72026 -4.19651
C -1.70461 -0.58940 2.05925
H -3.53148 -7.29981 4.65775
C 4.77158 2.02052 -4.98950
C -2.59012 0.43929 2.34470
N -3.49801 0.84940 1.31955
H -3.91249 -3.30832 3.09946
O -4.95520 1.40115 -2.90622
C -3.38303 -6.60415 3.84130
H 2.62927 -0.57671 2.37467
O -6.91375 1.91716 -1.54788
H 2.06623 -3.29411 -1.70302
C -1.62054 -4.59292 -1.47376
H 3.58770 -4.08542 0.11424
C 2.22948 3.30873 2.46273
N -3.08394 0.79431 0.04059
H 5.37452 1.63769 -2.36243
C 1.61719 2.33111 -2.88230
H -0.37190 1.62040 -2.81554
C -0.46788 -3.87711 -3.90760
C -2.62018 -6.11113 1.66257
H 2.24892 2.07327 4.21966
C -0.79248 -0.99296 3.02180
H 1.70079 6.17388 -1.01434
C -4.10595 1.14267 -0.71042
C 2.65211 4.38661 3.23622
H 0.00140 -3.61484 -4.84416
C 2.52645 -1.13734 1.45515
H -3.19333 1.93776 3.76068
C -0.98103 -2.89535 -3.08460
C -3.78923 -5.27106 3.99644
C 2.04933 4.76991 0.57106
O -2.09282 -2.25884 -1.13017
H 4.96307 0.98477 -0.14818
C -3.02675 -4.77934 1.80391
H 3.40584 1.20220 0.64818
H 0.68231 4.73078 -1.09897
N -2.06893 -6.18591 0.39748
C -3.61753 -4.34320 2.98604
C -2.54507 1.09642 3.56864
H -2.50005 -2.62882 -0.31206
N 0.89619 0.46679 0.58320
H -2.46979 -8.07752 2.55908
C 4.10163 1.65036 -0.05265
H -0.07351 -1.76289 2.77107
Pd -0.83726 0.32865 -1.07647
C 2.48945 2.30460 -3.96289
C 2.21970 -2.68730 -0.81430
C 3.06695 -3.13880 0.19925
C -5.25186 1.42923 0.09027
H 3.37355 7.72076 2.96963
H -1.59524 1.18891 5.48054
C -0.76848 -0.37573 4.26265
C -4.80313 1.21375 1.37700
C -0.54179 -5.21658 -3.51475
C 2.49128 5.82906 1.36617
C -2.78993 -7.04949 2.67263
Cl -5.66143 1.25509 2.85663
H -0.89006 -1.51071 -5.38964
As 0.79055 2.13628 -0.06038
C -1.63925 0.67306 4.52890
H -0.27617 3.34454 -2.54962
H -1.12137 -6.63194 -2.04792
H 2.36644 4.63198 -1.57387
C -3.91057 1.15693 -2.22137
H 0.82261 -1.14794 -1.43902
C 3.25485 6.81240 3.56305
H -1.61075 -6.97803 -0.01147
C 0.14936 2.53369 -3.13978
C -0.34742 -1.12059 -4.52286

As for the HOMO energy: -0.4139 eV. The value obtained for the LUMO energy is 3.3798 eV. As for the net charge: -2. Its calculated total energy is -218148.319 eV. The spin multiplicity is 1.

[4]
ORCA calculation (ωB97M-V/def2-TZVPD) on a structure of composition C49H44Cl2FINOPRuSb2.

Positions of all 103 atoms, in Å:
H -4.57685 -2.80205 -3.23470
H 3.21263 -2.41114 -2.50892
C 3.71271 1.84977 -1.16447
C 0.90540 -4.25981 -1.83287
H 1.68316 -6.18157 -2.40968
C 3.10242 -2.00781 0.06988
H -3.70944 5.31564 4.92370
C 2.69378 0.90417 0.78336
C -2.14862 -2.23925 2.36165
H 0.35082 2.26656 -2.71869
H 4.06720 -3.82884 2.76284
C 2.05771 -3.69821 2.01098
H 4.12479 -1.76850 -4.68185
C -2.01083 4.29665 4.10783
C -1.39672 3.07882 3.81446
H -2.71787 3.98918 1.06211
C -1.75936 4.35910 0.70312
C 3.16262 -1.38030 -4.37259
H 1.28931 5.11872 0.73544
H -1.48451 5.25472 1.26089
H -3.96041 1.52855 1.76873
H -1.89561 -0.20951 4.53797
C -3.30932 1.96492 4.76291
H -1.03084 3.53343 -4.31917
C 1.64914 -0.19981 2.51243
F -3.56530 3.94306 -4.08156
C -1.27766 1.79035 -1.38642
C -2.64333 2.03303 -1.17595
H -0.26484 -0.02250 -3.27044
C 3.41527 -3.39942 2.01190
C -3.68861 -4.65741 -3.86116
C 1.23322 -3.16146 1.03701
C -2.57476 -5.43012 -3.78396
C 0.69718 -0.40638 -3.57854
H -0.38787 0.54483 4.03745
C 1.19847 -0.07690 -4.82692
C 1.74897 -2.32521 0.04360
C -3.90686 0.44094 1.80281
I -2.86493 -1.13176 -1.61447
C -1.46240 0.54190 3.87581
C -3.91333 3.18039 5.03555
H -2.54149 -6.40335 -4.25808
H -4.40076 0.01405 0.93164
H 3.52460 -1.33762 -0.66621
H -3.01248 -2.32817 3.02014
C 3.92908 0.45939 2.80488
H 1.64620 -4.36460 2.75954
C -1.47515 3.09470 -3.43493
Cl 6.55119 1.63769 1.64909
H 1.51975 4.06694 -0.69159
C 3.91017 0.97730 1.49197
H 2.36205 3.70032 0.82816
H -3.80923 1.04470 5.04762
H -3.12923 1.65715 -0.28225
H 0.43361 4.05540 3.30027
C 2.65076 -1.72788 -3.13124
O 1.41203 1.31935 -1.15998
H 1.85998 -4.01333 -1.39791
C -0.12505 -3.34101 -1.79859
P 0.55064 -1.66694 -1.17382
H 0.61971 0.55633 -5.48856
C 1.42370 -1.22023 -2.71349
C 3.93004 -2.54816 1.04758
H 5.79666 2.33474 -0.99040
H 0.61190 2.31285 3.49913
H 4.83963 0.51903 3.38671
H 2.84140 -0.29079 -6.19156
C 1.44558 4.09532 0.39504
H -4.56705 -4.98466 -4.40102
H 2.80107 -0.59607 4.28670
Sb -0.22294 2.93852 0.99989
C -1.36667 -3.71757 -2.43996
H -4.48837 2.88806 -1.91231
N 1.57071 0.33646 1.31754
C 4.93157 1.93581 -0.47812
H -2.31943 -2.81138 1.45061
Sb -1.87512 -0.18657 1.87527
H -4.41144 0.10020 2.70579
C -0.06004 3.09481 3.14244
C 2.44028 -0.55326 -5.22112
C -3.43032 2.73242 -2.07807
Ru -0.16936 0.57715 -0.08122
C 2.81047 -0.14722 3.30282
C -3.25897 4.35599 4.70454
H 0.77403 -0.71612 2.88171
H -1.26492 -2.62072 2.87365
H -1.82893 4.58176 -0.35967
C -1.42131 -4.99477 -3.08988
C -0.70908 2.37628 -2.52595
C 2.56323 1.36329 -0.55734
C -0.31988 -5.87781 -3.06758
C -2.82498 3.25129 -3.20296
H -1.48897 5.21830 3.87306
C -2.58511 -2.98018 -2.52203
C -3.68771 -3.41756 -3.20555
H -0.41374 -6.83418 -3.56782
H -4.88169 3.20893 5.51844
Cl 3.62086 2.38175 -2.80362
C 0.82536 -5.52226 -2.43742
H 0.18302 -3.43199 1.01795
H 4.98524 -2.30087 1.04713
C 5.03159 1.52282 0.82419
C -2.06129 1.88945 4.14665

As for the HOMO energy (spin up / spin down): -10.0073 / -9.9769 eV. The value obtained for the LUMO energy (spin up / spin down) is -2.7147 / -3.5611 eV. As for the net charge: +1. Its calculated total energy is -115869.027 eV. The value obtained for the energy above the lowest of the compared OMol25 structures with the same formula, charge and spin is 11.7 kcal per mole. The spin multiplicity is 2. Its expectation value of S² is 0.76.